C5H13NO2 | the ωB97M-V functional and the def2-TZVPD basis

## Properties
Multiplicity ... 1
E_tot ... -403.3300 Eh
Frontier orbital gap (alpha / beta) ... 6.41 / 6.66 eV

```
21
Properties=species:S:1:pos:R:3:forces:R:3
O -1.3947 -1.8442 1.1661 0.2658 0.2830 -0.1600
O 2.7223 -1.0639 -1.3537 -0.1984 0.1016 0.0331
N 0.9511 1.6084 1.0846 -0.0697 0.2105 0.0369
C -1.4779 -0.4367 1.0310 -0.5324 -0.4821 1.3870
C 0.7772 0.3684 0.5719 -1.0889 -0.4962 0.6249
C -2.7067 -0.0837 0.2515 0.1400 0.0860 -0.2726
C 0.1575 0.0726 -0.6229 2.6386 0.5521 -1.3501
C 2.1217 0.1832 -1.6350 -0.8825 -0.2885 -0.5331
H -2.7959 1.0026 0.1621 -0.0038 -0.0523 -0.0249
H -3.6282 -0.4549 0.7250 0.2036 0.0125 0.0364
H -0.4235 0.8220 -1.1441 -0.0617 -0.0672 0.0435
H -0.6220 -2.0512 1.7059 -0.1731 0.0190 -0.0763
H 1.8463 0.3102 -2.6866 0.1727 -0.0523 0.0007
H 0.0563 -0.9654 -0.9054 -0.2565 0.0470 0.1150
H -1.4429 0.0589 2.0077 0.0512 0.0346 -0.0536
H 1.3652 -0.4082 1.0505 -0.1066 0.0081 -0.0016
H 2.1741 -1.7580 -1.7381 0.1034 0.1023 0.0415
H 1.6999 1.7827 1.7344 -0.2587 0.0129 -0.0819
H -2.6769 -0.5126 -0.7560 0.0272 0.0476 0.0261
H 2.7915 0.9706 -1.2950 -0.1993 -0.0002 0.1708
H 0.5057 2.3993 0.6461 0.2289 -0.0785 0.0383
```
Forces are in eV/Å.

Atomic partial charges in e from the Mulliken method, atoms 1 to 2: -0.55 -0.48